Entry a
# C3H11NO3

2 unconnected molecules or ions with the total composition C3H11NO3 (the ωB97M-V functional and the def2-TZVPD basis, OMol25).

The structure (SMILES) is NC(CO)CO.O. The value obtained for the lowest unoccupied orbital energy is 0.0233 Ha. The molar mass comes out at 109.12 g mol⁻¹. The HOMO-LUMO gap is 10.415 eV.

Each line ends with the natural charge from an NBO analysis.
Element x y z (Å)
C1 1.0879 -0.5071 0.9779  -0.0607
O1 1.7321 0.6311 1.5307  -0.7123
C2 -0.3950 -0.2245 0.6948  -0.1154
C3 -1.1261 -1.5640 0.5261  -0.0736
O2 -2.3793 -1.4288 -0.1608  -0.7280
N1 -0.5258 0.6242 -0.4680  -0.8771
H1 1.2311 -1.3594 1.6280  0.1789
H2 1.5271 -0.7272 -0.0037  0.1577
H3 1.5510 1.3490 0.9117  0.4655
H4 -0.7599 0.2350 1.6229  0.1821
H5 -0.5648 -2.2233 -0.1403  0.1799
H6 -1.2934 -2.0328 1.4919  0.1777
H7 -3.0457 -1.0813 0.4373  0.4676
H8 -0.9073 1.5230 -0.2132  0.3724
H9 -1.1548 0.2479 -1.1666  0.3920
H10 1.9237 1.5266 -3.1978  0.4635
H11 1.2413 1.4460 -1.8464  0.4806
O3 1.4191 2.0579 -2.5745  -0.9510

***

Entry b
# C3H11NO3

4 unconnected molecules or ions with the total composition C3H11NO3 (the ωB97M-V functional and the def2-TZVPD basis, OMol25).

The structure (SMILES) is C=CN=C.O.O.O. The value obtained for the lowest unoccupied orbital energy is 0.0093 Ha. The molar mass comes out at 109.12 g mol⁻¹. The HOMO-LUMO gap is 9.314 eV.

Each line ends with the natural charge from an NBO analysis.
Element x y z (Å)
C1 -2.2325 1.4811 -0.5219  -0.0240
C2 -1.2146 0.6323 -0.3747  -0.4581
C3 -4.0210 0.5166 -1.6432  0.0090
N1 -3.5774 0.9425 -0.5171  -0.4579
H1 -2.0449 2.5441 -0.6617  0.2131
H2 -1.4671 -0.4289 -0.3075  0.1844
H3 -0.1632 0.7974 -0.2685  0.1931
H4 -3.3794 -0.1929 -2.1760  0.1517
H5 -4.9962 0.9612 -1.9884  0.1876
H6 2.9868 1.0672 0.2096  0.4896
H7 3.7011 2.2754 -0.3118  0.4539
O1 3.7970 1.5871 0.3558  -0.9524
H8 1.0816 -0.5897 0.3995  0.4692
H9 2.2649 -1.5027 0.7320  0.5046
O2 2.0416 -0.6173 0.4183  -0.9697
H10 1.9680 -4.1949 1.7995  0.4829
H11 3.3449 -3.5188 1.9970  0.4828
O3 2.4670 -3.3918 1.6240  -0.9599

***

Result of the stability comparison: entry b is the least stable of them.

***

Entry a
# C7H16N3

A gas-phase ion, C7H16N3 (charge +1) (the ωB97M-V functional and the def2-TZVPD basis, OMol25).

Its charge is +1. The structure (SMILES) is CN1N2C(C)(C)[NH2+]C[C@@]12C. The value obtained for the lowest unoccupied orbital energy is -0.1150 Ha. The molar mass comes out at 142.23 g mol⁻¹. The HOMO-LUMO gap is 10.520 eV.

Each line ends with the natural charge from an NBO analysis.
Element x y z (Å)
C1 -1.5962 0.2441 0.4022  -0.2468
C2 -0.4782 0.9000 -0.4909  0.2239
C3 0.2894 -1.1818 0.3887  0.2614
C4 -1.1053 1.6028 -1.7012  -0.6327
C5 -0.1725 -2.2818 -0.4409  -0.6613
C6 1.4599 -1.5212 1.2697  -0.6485
C7 1.5185 2.4213 -0.2141  -0.4578
N1 0.5546 -0.0417 -0.5801  -0.2679
N2 0.6060 1.4117 0.3209  -0.2879
N3 -0.8590 -0.7046 1.2595  -0.5470
H1 -2.0268 0.8614 1.1199  0.2346
H2 -2.3237 -0.0795 -0.2080  0.2281
H3 -0.8982 2.6305 -1.7317  0.2405
H4 -2.0928 1.3031 -1.6243  0.2157
H5 -0.6050 1.2166 -2.6023  0.2520
H6 0.6731 -2.6309 -1.1075  0.2723
H7 -0.9305 -1.9239 -1.0918  0.2245
H8 -0.5544 -3.1970 0.0987  0.2404
H9 1.2667 -2.4523 1.9612  0.2461
H10 1.6143 -0.5256 1.9552  0.2303
H11 2.3155 -1.7398 0.5805  0.2682
H12 1.0634 3.0169 -0.9792  0.2063
H13 1.7167 3.1647 0.6156  0.2353
H14 2.4915 1.8314 -0.3089  0.2467
H15 -0.4178 -0.2954 2.1722  0.4687
H16 -1.5159 -1.4637 1.5969  0.4550

***

Entry b
# C7H16N3

A gas-phase ion, C7H16N3 (charge +1) (the ωB97M-V functional and the def2-TZVPD basis, OMol25).

Its charge is +1. The value obtained for the lowest unoccupied orbital energy (alpha / beta) is -0.1083 / -0.1084 Ha. The molar mass comes out at 142.23 g mol⁻¹. The HOMO-LUMO gap (alpha / beta) is 8.564 / 8.563 eV.

Each line ends with the natural charge from an NBO analysis.
Element x y z (Å)
C1 0.4388 -0.4132 1.2982  0.0228
C2 0.3846 0.1817 0.0462  -0.3108
C3 -2.3512 -0.9604 1.0536  0.1460
C4 -2.1270 0.3951 1.6337  -0.6793
C5 2.3851 2.5018 -2.4434  -0.6738
C6 -1.5504 -3.2586 1.1968  -0.4391
C7 1.4504 1.3679 -2.0634  -0.2181
N1 -0.2427 -1.4231 1.8092  -0.3812
N2 -1.4198 -1.8531 1.3208  -0.0907
N3 1.5237 1.0211 -0.5789  -0.5308
H1 1.3474 -0.2385 1.7581  0.2077
H2 -0.2915 -0.1520 -0.8362  0.2110
H3 -3.1943 -1.2415 0.5340  0.2132
H4 -2.9751 0.8961 1.8434  0.2396
H5 -1.5208 0.9285 0.8294  0.2529
H6 -1.3968 0.2747 2.4404  0.2513
H7 2.2509 3.4423 -1.9710  0.2329
H8 3.4880 2.2256 -2.5117  0.2401
H9 2.2122 2.8273 -3.5285  0.2678
H10 -0.8139 -3.8449 1.7925  0.2640
H11 -2.4081 -3.6354 1.6610  0.2294
H12 -1.5294 -3.5779 0.1583  0.2307
H13 1.8464 0.4891 -2.6580  0.2320
H14 0.3896 1.5079 -2.2495  0.2285
H15 1.5575 1.9088 -0.0597  0.4273
H16 2.5465 0.6308 -0.4753  0.4265

***

Result of the stability comparison: entry b is the least stable of them.

***

Entry a
# C4H10N4

C4H10N4 in the gas phase (the ωB97M-V functional and the def2-TZVPD basis, OMol25).

The structure (SMILES) is [H]/N=C\N(C)C/C(N)=N/[H]. The value obtained for the lowest unoccupied orbital energy is 0.0353 Ha. The molar mass comes out at 114.15 g mol⁻¹. The HOMO-LUMO gap is 9.760 eV.

Each line ends with the natural charge from an NBO analysis.
Element x y z (Å)
C1 -0.9087 -0.6878 0.3909  -0.2779
C2 -1.6799 1.5333 -0.2763  -0.3983
N1 -0.5272 0.6801 -0.0276  -0.5209
C3 0.2315 -1.5264 -0.1636  0.4494
N2 1.5247 -1.2822 0.3400  -0.8596
C4 0.7632 1.1679 0.5703  0.2770
N3 0.0538 -2.3008 -1.1829  -0.7090
N4 1.8981 1.3189 0.0034  -0.5828
H1 2.2801 -1.5177 -0.2932  0.3883
H2 1.7860 -0.6943 1.1330  0.4053
H3 0.9428 -2.6907 -1.5026  0.3208
H4 1.8427 0.8727 -0.9218  0.3472
H5 -0.9501 -0.7688 1.4842  0.1777
H6 -1.8491 -1.0148 -0.0678  0.2410
H7 0.5389 1.6294 1.5427  0.1527
H8 -1.3542 2.5238 -0.6113  0.2104
H9 -2.3166 1.0868 -1.0515  0.2123
H10 -2.2760 1.6706 0.6341  0.1667

***

Entry b
# C4H10N4

C4H10N4 in the gas phase (the ωB97M-V functional and the def2-TZVPD basis, OMol25).

The structure (SMILES) is C=N[C@H](N)/C(N)=N/C. The value obtained for the lowest unoccupied orbital energy is 0.0387 Ha. The molar mass comes out at 114.15 g mol⁻¹. The HOMO-LUMO gap is 9.164 eV.

Each line ends with the natural charge from an NBO analysis.
Element x y z (Å)
C1 1.6462 1.7383 -0.1095  -0.4312
N1 0.6147 0.8444 0.3466  -0.5595
C2 0.6619 -0.4336 0.0578  0.4544
N2 1.5713 -1.0639 -0.7682  -0.8121
N3 -1.0161 -0.8318 1.7353  -0.8438
C3 -0.5137 -1.2303 0.4820  0.0545
C4 -2.2046 0.2513 -0.6714  -0.0835
N4 -1.2110 -0.4934 -0.8698  -0.4269
H1 1.2581 -1.9444 -1.1504  0.3846
H2 1.9761 -0.4822 -1.4898  0.3857
H3 -1.9040 -1.2421 1.9922  0.3808
H4 -0.8203 0.1414 1.9413  0.4146
H5 -0.4521 -2.3030 0.3043  0.2047
H6 2.5303 1.6395 0.5355  0.1937
H7 1.2716 2.7622 0.0042  0.2021
H8 1.9651 1.5886 -1.1450  0.1599
H9 -2.4584 0.7090 0.2888  0.1458
H10 -2.9153 0.3498 -1.4839  0.1763

***

Result of the stability comparison: entry b is the least stable of them.

***

Entry a
# C4H10N4

C4H10N4 in the gas phase (the ωB97M-V functional and the def2-TZVPD basis, OMol25).

The structure (SMILES) is C=CN(N)N(N)C=C. The value obtained for the lowest unoccupied orbital energy is 0.0394 Ha. The molar mass comes out at 114.15 g mol⁻¹. The HOMO-LUMO gap is 9.031 eV.

Each line ends with the natural charge from an NBO analysis.
Element x y z (Å)
C1 1.6030 -0.5717 1.1470  -0.5702
C2 -2.0385 0.5434 1.3156  -0.5041
C3 1.6565 0.3415 0.2213  0.0134
C4 -1.6983 -0.2989 0.3290  0.0138
N1 0.5134 1.6550 -1.4472  -0.6451
N2 -0.1019 -1.7494 -0.9278  -0.6448
N3 0.4958 0.5677 -0.4867  -0.1572
N4 -0.4413 -0.4268 -0.5186  -0.1759
H1 2.5061 -0.9346 1.5995  0.2081
H2 0.6729 -0.7087 1.6442  0.2227
H3 -2.9453 0.4508 1.8560  0.2181
H4 -1.3574 1.3266 1.5577  0.2009
H5 2.4252 1.0852 -0.0024  0.2205
H6 -2.4065 -1.1449 0.0680  0.2050
H7 0.5856 1.3696 -2.3710  0.3391
H8 -0.3235 2.1918 -1.4150  0.3544
H9 0.9008 -1.9041 -0.6284  0.3617
H10 -0.0466 -1.7927 -1.9412  0.3394

***

Entry b
# C4H10N4

C4H10N4 in the gas phase (the ωB97M-V functional and the def2-TZVPD basis, OMol25).

The structure (SMILES) is [H]/N=C(/C=C\NC)NN. The value obtained for the lowest unoccupied orbital energy is -0.0022 Ha. The molar mass comes out at 114.15 g mol⁻¹. The HOMO-LUMO gap is 7.989 eV.

Each line ends with the natural charge from an NBO analysis.
Element x y z (Å)
C1 1.3822 0.2132 1.4392  -0.4091
C2 1.3076 -0.8709 -0.8884  -0.0015
C3 -0.0980 -1.4102 -0.5359  -0.3491
C4 -1.1633 -0.4299 -0.0381  0.3437
H1 0.4999 0.7614 1.7434  0.2403
H2 2.4273 0.4510 2.1062  0.1977
H3 1.1626 -0.8940 1.5491  0.2180
H4 2.8101 0.4114 -0.1140  0.4083
H5 1.7376 -1.7417 -1.3342  0.2254
H6 -0.4134 -2.5062 -0.8701  0.2505
H7 -2.7223 0.1496 1.0878  0.2970
H8 -1.6465 1.3548 0.5228  0.3461
H9 0.6096 1.3126 -0.8271  0.3819
H10 -0.8342 1.3855 -1.8786  0.2989
N1 1.7709 0.1498 -0.0572  -0.6622
N2 -2.2885 -0.8200 0.5897  -0.6626
N3 -0.8435 0.9636 0.0818  -0.4871
N4 -0.3818 1.7498 -0.8780  -0.6363

***

Entry c
# C4H10N4

C4H10N4 in the gas phase (the ωB97M-V functional and the def2-TZVPD basis, OMol25).

The structure (SMILES) is [H]/N=C(N)/C(=N\C)NC. The value obtained for the lowest unoccupied orbital energy is 0.0338 Ha. The molar mass comes out at 114.15 g mol⁻¹. The HOMO-LUMO gap is 9.866 eV.

Each line ends with the natural charge from an NBO analysis.
Element x y z (Å)
C1 -1.9903 -0.9465 0.6407  -0.4197
C2 0.2290 -0.4666 -0.1997  0.3659
C3 2.6269 -0.4985 -0.0898  -0.4300
C4 0.0434 1.0226 -0.0435  0.3691
H1 -1.7433 -1.2529 1.6636  0.1901
H2 -2.8155 -1.5651 0.2460  0.2047
H3 -2.2490 0.0959 0.6061  0.1994
H4 -0.7484 -2.1193 -0.5522  0.3896
H5 3.2813 -1.0492 -0.7494  0.1946
H6 3.1096 -0.4950 0.9327  0.2129
H7 2.5184 0.5206 -0.4709  0.1864
H8 -1.3008 2.4320 -0.8353  0.3909
H9 -1.4316 0.8018 -1.4776  0.4139
H10 0.3485 2.6223 0.9440  0.3290
N1 -0.9703 -1.1715 -0.3903  -0.6303
N2 1.3219 -1.0985 -0.1669  -0.4428
N3 -0.8598 1.5002 -0.9658  -0.8359
N4 0.6300 1.6678 0.9084  -0.6879

***

Result of the stability comparison: entry b is the least stable of them.

***

Entry a
# C4H8O3S

C4H8O3S in the gas phase (the ωB97M-V functional and the def2-TZVPD basis, OMol25).

The structure (SMILES) is CO[C@H](CO)SC=O. The value obtained for the lowest unoccupied orbital energy is 0.0189 Ha. The molar mass comes out at 136.17 g mol⁻¹. The HOMO-LUMO gap is 9.854 eV.

Each line ends with the natural charge from an NBO analysis.
Element x y z (Å)
C1 0.5837 1.9481 -0.8830  -0.2726
C2 -0.0748 -0.2702 -0.3099  0.0030
C3 -1.4122 0.2000 0.4588  -0.0794
C4 1.5674 -2.2282 0.4560  0.2461
H1 0.9057 2.2980 -1.8621  0.2042
H2 1.5736 2.0639 -0.2169  0.1862
H3 -0.3516 2.4261 -0.6629  0.1867
H4 -0.3698 -1.2167 -0.6557  0.2329
H5 -1.9457 0.4687 -0.6409  0.1509
H6 -1.0877 0.9665 1.1657  0.1737
H7 -2.4963 -0.5222 1.9093  0.4859
H8 2.6473 -2.4759 0.8499  0.1313
O1 0.2633 0.6632 -1.2078  -0.5251
O2 -2.1570 -0.7792 1.0145  -0.7129
O3 1.0573 -3.0408 -0.3496  -0.5426
S1 1.2967 -0.5010 0.9347  0.1317

***

Entry b
# C4H8O3S

C4H8O3S in the gas phase (the ωB97M-V functional and the def2-TZVPD basis, OMol25).

The structure (SMILES) is O=S1(=O)CC[C@H](O)C1. The value obtained for the lowest unoccupied orbital energy is 0.0218 Ha. The molar mass comes out at 136.17 g mol⁻¹. The HOMO-LUMO gap is 10.553 eV.

Each line ends with the natural charge from an NBO analysis.
Element x y z (Å)
C1 1.1375 -0.4665 0.4470  0.0840
C2 1.0320 0.8425 -0.3830  -0.4431
C3 -0.4641 0.9993 -0.8203  -0.6797
C4 -0.1850 -0.3522 1.3437  -0.6603
H1 0.2078 -1.6513 -0.9832  0.4894
H2 1.9615 -0.6392 1.1260  0.2094
H3 1.3252 1.6565 0.2499  0.2160
H4 1.7439 0.8845 -1.2157  0.2371
H5 -0.7233 1.0502 -1.9255  0.2611
H6 -0.8932 2.0149 -0.5483  0.2596
H7 -0.2868 -1.3130 2.0491  0.2711
H8 -0.5863 0.6785 1.7653  0.2571
O1 1.0965 -1.6076 -0.3703  -0.7624
O2 -2.8187 -0.0929 0.3084  -0.8876
O3 -1.1543 -1.5789 -0.9523  -0.9160
S1 -1.3926 -0.4248 -0.0910  2.0646

***

Result of the stability comparison: entry a is the least stable of them.